ORCA calculation (ωB97M-V/def2-TZVPD) on 2 unconnected molecules or ions with the total composition C9H16O.

Its strongest force on any atom is 0.0679 hartree/bohr. The value obtained for the electronic energy is -11636.0529 eV. Its relative energy (zero: lowest compared OMol25 entry of this formula, charge and spin) is 80.14 kcal/mol. Its SMILES is CC(C)(C)C=O.C#CCC. Its LUMO energy is 0.22 eV. As for the multiplicity: 1. As for the HOMO-LUMO gap: 9.45 eV. The HOMO energy is -9.23 eV.

Last column: natural (NBO) charge in e.
Geometry (Å):
C  -1.26879  0.04333  0.27938  -0.157
C  -1.94956  1.17980  -0.48213  -0.608
C  -1.02448  -1.15404  -0.64289  -0.608
C  -2.16336  -0.38812  1.45645  -0.590
C  0.03464  0.50178  0.95050  0.431
O  0.67634  -0.30514  1.66799  -0.617
H  -0.00140  1.54927  1.28170  0.137
H  -1.70113  -1.20749  2.00334  0.227
H  -2.96221  0.88687  -0.76037  0.216
H  -1.41839  1.41631  -1.40180  0.216
H  -2.01781  2.07782  0.13348  0.206
H  -0.46760  -0.84426  -1.52592  0.208
H  -1.97343  -1.58931  -0.95520  0.211
H  -0.44272  -1.91547  -0.12534  0.224
H  -2.32001  0.44110  2.14766  0.208
H  -3.13413  -0.72123  1.08881  0.209
C  2.45365  -0.26130  -0.94658  -0.417
C  2.77733  -1.09729  0.24299  -0.680
C  1.42849  0.91836  -0.66924  -0.038
C  1.08058  1.99682  -1.10175  -0.185
H  3.33137  0.23790  -1.35597  0.227
H  1.96514  -0.83935  -1.72972  0.225
H  1.92418  -0.90156  1.03348  0.299
H  3.71841  -0.82590  0.71562  0.207
H  2.71832  -2.16522  0.03761  0.209
H  0.73659  2.96631  -1.34211  0.238

Cartesian forces (eV/Å) of the 3 atoms listed first:
C 0.16 -0.20 -0.58
C 0.10 -0.16 0.04
C 0.08 0.16 0.19